Entry 1:
# C13H19N

2 unconnected molecules or ions with the total composition C13H19N in a non-equilibrium geometry (the ωB97M-V functional and the def2-TZVPD basis, the OMol25 dataset).

Output
highest occupied orbital energy	-7.88	eV
max |F|	6.1	eV/A
ΔE to the lowest compared entry with this formula, charge and spin	281.8	kJ/mol
SMILES	Cc1c[nH]c2ccccc12.CC(C)C
gap between HOMO and LUMO	0.3217	Eh

The geometry in XYZ format:
```
33
C13H19N | the OMol25 dataset | the ωB97M-V functional and the def2-TZVPD basis
C -1.1342 1.1748 -2.7079
C 0.9054 0.0478 -1.6914
C -0.1482 0.9617 -1.6958
C 1.5701 0.2416 -0.4460
C -0.1155 1.7539 -0.5632
C 2.3234 -1.9131 -2.1355
C 3.0241 -1.5740 -0.9471
C 1.2860 -1.0891 -2.5118
C 2.7407 -0.5056 -0.1645
N 1.0203 1.2716 0.2066
H 2.6284 -2.7115 -2.7806
H 3.8956 -2.2228 -0.7360
H 0.8560 -1.2615 -3.5394
H 3.5051 -0.2944 0.5684
H -0.6928 1.8853 -3.4794
H -2.0330 1.7105 -2.1731
H -0.4625 2.6852 -0.3770
H 1.0982 1.5387 1.0843
H -1.4366 0.3026 -3.3335
C -2.2303 -0.1186 2.3188
C -3.3603 -1.1231 2.5705
C -2.5483 1.3332 2.7139
C -0.9840 -0.6589 2.9671
H -2.1414 -0.2028 1.1489
H -3.5376 -1.6536 1.6749
H -4.1402 -0.5840 2.9211
H -2.9235 1.2148 3.8082
H -1.4529 1.7512 2.5885
H -3.2820 1.9351 2.1810
H 0.0624 -0.2264 2.4000
H -0.8994 -0.2349 4.0587
H -1.0595 -1.7731 3.0505
H -3.0998 -1.9432 3.2459
```



Entry 2:
# C13H19N

2 unconnected molecules or ions with the total composition C13H19N in a non-equilibrium geometry (the ωB97M-V functional and the def2-TZVPD basis, the OMol25 dataset).

Output
highest occupied orbital energy	-7.87	eV
max |F|	6.2	eV/A
ΔE to the lowest compared entry with this formula, charge and spin	317.7	kJ/mol
SMILES	Cc1c[nH]c2ccccc12.CC(C)C
gap between HOMO and LUMO	0.3231	Eh

The geometry in XYZ format:
```
33
C13H19N | the OMol25 dataset | the ωB97M-V functional and the def2-TZVPD basis
C -3.7604 -1.0124 -1.4550
C -2.4121 0.2814 0.3282
C -2.8941 0.0706 -1.0459
C -1.3928 1.2616 0.2185
C -2.3857 1.1072 -1.8294
C -2.4038 0.2497 2.6304
C -1.3079 1.1922 2.5872
C -2.8688 -0.3508 1.5238
C -0.8168 1.7211 1.4330
N -1.3157 1.7959 -1.1120
H -2.7750 0.0295 3.5396
H -0.8349 1.3132 3.4933
H -3.6387 -1.2455 1.5157
H -0.0553 2.6278 1.5058
H -4.6236 -0.7295 -2.1600
H -4.4058 -1.4437 -0.7347
H -2.6636 1.2903 -2.9448
H -0.8654 2.6260 -1.3310
H -3.3058 -1.8725 -2.0089
C 3.1198 -0.7760 -0.4955
C 2.5776 -1.7392 0.6683
C 2.3741 0.5152 -0.8931
C 4.6797 -0.5588 -0.3768
H 2.9423 -1.3844 -1.3781
H 3.1949 -1.5519 1.5386
H 2.8831 1.5294 -0.8359
H 1.9440 0.3418 -1.9063
H 1.3667 0.5227 -0.4680
H 5.2424 -1.0397 -1.2805
H 5.0540 0.4906 -0.3482
H 5.1771 -1.0193 0.4189
H 2.6516 -2.6722 0.3823
H 1.5187 -1.5705 0.8208
```